{"formula": "C26H32N6O2Os", "method": "the ωB97M-V functional and the def2-TZVPD basis", "homo_ev": [-20.327, -20.660], "s_squared": 6.04, "relative_energy_kj_mol": 35.53, "charge": 4, "multiplicity": 5, "total_energy_ev": -42944.05946, "species": ["Os", "C", "C", "C", "C", "C", "C", "C", "N", "N", "C", "C", "C", "C", "C", "C", "N", "C", "C", "C", "C", "C", "C", "N", "H", "H", "H", "H", "H", "H", "H", "H", "H", "H", "H", "H", "H", "H", "H", "H", "H", "H", "H", "H", "C", "N", "C", "C", "C", "N", "C", "C", "O", "H", "H", "H", "H", "H", "H", "H", "H", "H", "H", "H", "H", "O", "C"], "coordinates": [[0.40580, 0.79796, 0.26160], [-1.99690, 1.23298, -1.49844], [-1.21720, 1.99986, -2.53960], [0.19475, 1.53767, -2.78696], [0.68627, 1.61851, -4.08240], [2.01153, 1.33532, -4.35468], [2.84753, 0.97339, -3.30472], [2.31323, 0.88060, -2.04617], [1.00133, 1.14007, -1.76785], [-1.56038, 1.51619, -0.09599], [-1.73728, 2.97573, 0.25816], [-0.49438, 3.67951, 0.75062], [-0.54320, 5.02404, 1.07072], [0.60251, 5.64660, 1.54363], [1.77544, 4.90990, 1.67852], [1.75830, 3.57856, 1.33278], [0.64030, 2.97438, 0.87952], [-2.39682, 0.66481, 0.81131], [-1.80295, 0.68138, 2.18325], [-2.54865, 0.70175, 3.34168], [-1.88694, 0.69583, 4.56696], [-0.49796, 0.67976, 4.59159], [0.19225, 0.65605, 3.39846], [-0.44695, 0.64484, 2.21214], [-1.87395, 0.16029, -1.66470], [-3.06261, 1.45795, -1.58358], [-1.17874, 3.07056, -2.31843], [-1.77399, 1.92022, -3.47325], [0.01739, 1.92828, -4.87441], [2.39326, 1.41132, -5.36528], [3.90011, 0.77768, -3.45780], [2.95127, 0.61306, -1.22078], [-2.51484, 3.05703, 1.01932], [-2.11554, 3.50586, -0.61423], [-1.46547, 5.57887, 0.94955], [0.58077, 6.69709, 1.80500], [2.68760, 5.36389, 2.04062], [2.65352, 2.97394, 1.41134], [-2.37499, -0.35689, 0.42233], [-3.43550, 0.99804, 0.79997], [-3.62962, 0.72707, 3.29248], [-2.45176, 0.71523, 5.49086], [0.04797, 0.69142, 5.52525], [1.27393, 0.65316, 3.38512], [1.69805, -3.07685, -2.46262], [0.92845, -3.80213, -1.47518], [0.91848, -5.26247, -1.57608], [-0.32957, -5.81394, -0.93301], [-0.36509, -5.33050, 0.49392], [-0.17725, -3.87004, 0.56036], [-0.55314, -3.24539, 1.81854], [0.30352, -3.09701, -0.44097], [0.25475, -1.85500, -0.44906], [1.44348, -3.45186, -3.45564], [2.76278, -3.28584, -2.30221], [1.50534, -2.01409, -2.38920], [1.83029, -5.63959, -1.08774], [1.00214, -5.52979, -2.62921], [-0.32956, -6.90191, -0.97190], [-1.21259, -5.46511, -1.47367], [0.41365, -5.80057, 1.10722], [-1.31531, -5.56153, 0.97775], [-1.64287, -3.17318, 1.87906], [-0.11267, -2.25708, 1.89658], [-0.21617, -3.88278, 2.63593], [3.09702, -0.29485, 1.38594], [2.16785, 0.12174, 0.91768]], "forces_ev_per_angstrom": [[-1.03, 1.18, 0.19], [-0.01, 0.01, -0.19], [0.13, -0.09, 0.03], [0.07, 0.07, -0.01], [-0.02, 0.01, 0.06], [0.03, 0.03, -0.11], [0.04, 0.00, 0.06], [-0.10, 0.10, -0.32], [0.29, -0.32, 0.54], [-0.07, -0.09, -0.02], [-0.03, 0.08, 0.05], [0.09, -0.03, 0.04], [-0.02, 0.02, -0.02], [-0.01, 0.02, 0.01], [-0.01, 0.02, 0.00], [-0.03, 0.00, -0.05], [-0.04, 0.07, -0.21], [-0.02, -0.09, 0.08], [-0.02, 0.00, 0.26], [0.05, 0.01, -0.01], [-0.02, 0.00, 0.01], [0.03, 0.01, 0.01], [-0.04, -0.02, 0.08], [0.05, -0.20, -0.61], [-0.05, -0.02, 0.05], [0.00, 0.07, 0.05], [-0.04, 0.00, -0.03], [0.06, 0.02, -0.03], [0.01, 0.00, -0.01], [0.00, 0.01, 0.00], [0.00, -0.01, 0.00], [0.01, -0.03, -0.02], [0.00, -0.07, 0.02], [-0.06, -0.05, 0.00], [0.00, 0.01, 0.02], [0.01, 0.00, -0.01], [0.00, 0.00, 0.00], [-0.01, -0.01, -0.01], [-0.02, 0.02, -0.08], [0.01, 0.06, 0.03], [0.00, 0.01, 0.01], [0.00, 0.00, 0.00], [0.00, -0.01, 0.00], [0.00, 0.00, -0.01], [0.00, 0.07, -0.07], [0.13, -0.16, -0.19], [-0.05, -0.17, -0.09], [-0.07, 0.17, 0.02], [-0.02, -0.23, 0.12], [0.13, -0.04, -0.15], [-0.15, 0.01, 0.07], [-0.24, 0.16, 0.21], [0.14, -0.32, 0.08], [-0.03, -0.03, 0.02], [-0.01, -0.05, 0.03], [-0.02, 0.01, 0.05], [0.02, 0.08, 0.04], [0.02, 0.10, -0.03], [0.05, 0.00, 0.04], [-0.01, -0.06, -0.03], [0.06, 0.07, -0.03], [-0.03, 0.11, 0.00], [0.01, 0.00, -0.03], [0.03, -0.01, -0.02], [0.02, -0.01, -0.02], [-0.01, 0.11, -0.03], [0.77, -0.56, 0.17]]}